# 1
C28H56P2SiTi as an isolated structure, computed with the ωB97M-V functional and the def2-TZVPD basis.

Last column: Löwdin charge in e.
Cartesian coordinates (Å):
Ti: -0.28481 0.11061 0.35971  0.82
C: -1.92406 1.77573 0.17270  -0.26
C: -2.38404 0.87087 -0.83943  -0.21
C: -2.20195 -0.30767 1.16163  -0.33
C: -1.90579 1.06621 1.43706  -0.31
C: -2.49856 -0.42103 -0.25906  -0.25
C: -1.93708 3.26120 0.02686  -0.01
H: -1.57709 3.55304 -0.97268  0.09
H: -1.30519 3.73554 0.79094  0.07
H: -2.97098 3.63725 0.15176  0.12
C: -1.89640 1.67219 2.78724  0.01
H: -1.67911 2.73549 2.72739  0.09
H: -1.18930 1.18016 3.44940  0.04
H: -2.88583 1.51810 3.23146  0.13
C: -2.36911 -1.40290 2.15322  0.00
H: -3.44463 -1.49933 2.36776  0.12
H: -1.83138 -1.15834 3.07496  0.05
H: -2.00758 -2.36196 1.75720  0.08
C: -3.28692 -1.55687 -0.79429  -0.01
H: -4.36698 -1.39852 -0.61060  0.13
H: -3.00581 -2.48720 -0.28460  0.08
H: -3.10962 -1.66423 -1.87406  0.09
C: -3.09884 1.35042 -2.04061  0.01
H: -4.06486 1.80900 -1.75407  0.13
H: -3.28454 0.54875 -2.75686  0.08
H: -2.51431 2.11978 -2.55763  0.08
C: 1.38707 0.69900 -3.32468  -0.12
C: 0.37060 1.55539 -3.47487  -0.11
C: -0.24284 1.79255 -4.83186  -0.17
C: -1.11106 0.65391 -5.44504  -0.17
C: -1.26280 -0.63397 -4.68231  -0.10
C: -0.22216 -1.48718 -4.58182  -0.10
C: 1.10873 -1.13262 -5.18737  -0.18
C: 1.97045 -0.01858 -4.51340  -0.17
H: 0.53363 2.03400 -5.57271  0.12
H: -0.70658 0.44884 -6.44853  0.12
H: -0.87803 2.68762 -4.77157  0.11
H: 2.24999 0.69476 -5.30190  0.12
H: 1.77177 0.45235 -2.33879  0.06
H: -0.07264 2.06835 -2.62369  0.07
H: 2.91416 -0.48480 -4.20380  0.10
H: 1.73353 -2.03689 -5.17614  0.11
H: -0.24834 -2.39875 -3.99134  0.09
H: 0.98908 -0.85009 -6.24346  0.12
H: -2.11804 1.07785 -5.58031  0.11
H: -2.21492 -0.76632 -4.17398  0.08
P: 1.51791 2.03386 0.63556  0.83
C: 1.21787 2.90152 2.24737  -0.22
H: 2.09544 3.51886 2.47054  0.07
H: 1.07834 2.23233 3.10123  0.04
H: 0.32142 3.52695 2.17821  0.04
C: 3.24956 1.48258 0.88536  -0.22
H: 3.83969 2.31172 1.29768  0.07
H: 3.66814 1.17621 -0.08076  0.05
H: 3.32362 0.63174 1.56729  0.03
C: 1.76462 3.51637 -0.37526  -0.24
H: 2.20777 3.25538 -1.33775  0.05
H: 2.41528 4.22123 0.15567  0.07
H: 0.80397 3.99957 -0.56670  0.04
P: 0.78379 -2.17069 -0.15376  0.84
C: -0.40289 -3.45644 -0.67022  -0.24
H: 0.14003 -4.31756 -1.07923  0.08
H: -1.11278 -3.07609 -1.41021  0.03
H: -0.97145 -3.78727 0.21008  0.05
C: 2.40599 -2.42161 -0.95979  -0.22
H: 2.33211 -2.50862 -2.04824  0.05
H: 2.89213 -3.30765 -0.52902  0.07
H: 3.03691 -1.55374 -0.73285  0.04
C: 1.23038 -3.06536 1.37579  -0.30
H: 1.44057 -4.11984 1.16899  0.08
H: 0.37454 -3.00417 2.04859  0.01
H: 2.09920 -2.61865 1.85955  0.05
C: -0.41619 -0.31952 5.35639  -0.18
Si: 0.79909 -1.08608 4.13629  0.49
C: 2.52050 -0.46933 4.62943  -0.17
C: 0.74918 -2.94236 4.48868  -0.18
C: 0.64738 -0.36919 2.32124  -0.34
H: -0.13219 -0.72332 6.34409  0.06
H: -1.46710 -0.58773 5.17925  0.04
H: -0.33185 0.77509 5.41474  0.04
H: 2.69864 -0.75929 5.67701  0.05
H: 3.30523 -0.91549 3.99868  0.04
H: 2.58585 0.62742 4.54907  0.03
H: -0.21673 -3.41309 4.25950  0.04
H: 1.53308 -3.51011 3.97109  0.03
H: 0.91823 -3.06180 5.57093  0.05
H: 0.43676 0.71805 2.48374  -0.05
H: 1.69117 -0.40563 1.92396  -0.02

The charge is +2.

---

# 2
A 4-piece molecular cluster, C28H57BF9N3O6 overall, computed with the ωB97M-V functional and the def2-TZVPD basis.

Last column: Löwdin charge in e.
Cartesian coordinates (Å):
C: -1.84002 6.22926 2.05379  -0.06
C: -1.10865 4.90603 1.84576  -0.25
O: -1.68938 4.17843 0.77768  -0.11
C: -2.09078 2.86882 1.11199  -0.12
C: -2.97747 2.37990 -0.03015  -0.39
O: -2.31161 2.52764 -1.24660  0.09
O: -4.09170 3.22457 -0.04024  0.06
C: -4.66358 3.58090 -1.26209  -0.28
O: -5.01526 2.74837 -2.06243  0.17
B: -4.83885 5.15854 -1.52327  -0.54
O: -3.77301 5.92051 -1.93502  0.18
O: -6.06040 5.72159 -1.38591  0.08
C: -7.10382 5.02733 -0.70299  -0.04
C: -3.49567 0.85592 0.07717  -0.30
F: -3.08532 0.21049 -1.04538  0.13
F: -4.84865 0.80461 0.11349  0.14
C: -3.00810 -0.12690 1.20060  -0.30
F: -3.47650 -1.34351 0.83700  0.15
F: -1.64638 -0.15733 1.14019  0.12
C: -3.39711 0.01458 2.73124  -0.32
F: -2.42712 0.70815 3.37226  0.14
F: -3.41534 -1.23820 3.24228  0.15
C: -4.76895 0.63206 3.12107  -0.55
F: -4.84199 0.67434 4.44967  0.19
F: -5.76214 -0.11889 2.64798  0.19
F: -4.90441 1.87606 2.65582  0.18
H: -2.30992 6.52630 1.11750  0.08
H: -2.60575 6.15788 2.82550  0.07
H: -1.14128 7.01273 2.34542  0.07
H: -0.05485 5.09536 1.61987  0.12
H: -1.12368 4.32130 2.77052  0.12
H: -2.64420 2.88609 2.04554  0.13
H: -1.21275 2.22455 1.21154  0.14
H: -1.41346 2.18833 -1.17882  0.13
H: -3.53493 5.75151 -2.85449  0.10
H: -7.88781 5.74739 -0.47571  0.09
H: -7.52637 4.24207 -1.33123  0.10
H: -6.75099 4.59729 0.23473  0.10
C: 4.97365 -1.34571 2.74766  -0.09
C: 3.45445 -1.33977 2.81846  -0.28
N: 2.82490 -1.90868 1.64063  -0.20
C: 1.39637 -1.66236 1.57469  -0.25
C: 0.49752 -2.29000 2.64710  -0.07
C: 3.25767 -3.24811 1.28295  -0.24
C: 3.08684 -4.36185 2.32550  -0.08
H: 5.32145 -0.83740 1.84763  0.08
H: 5.38288 -0.82651 3.61503  0.07
H: 5.38281 -2.35623 2.75233  0.06
H: 3.11342 -0.30344 2.89298  0.12
H: 3.14312 -1.83394 3.75326  0.10
H: 1.04641 -1.97775 0.58781  0.11
H: 1.25836 -0.57607 1.60448  0.10
H: 0.35334 -3.35820 2.48975  0.06
H: -0.48737 -1.82532 2.61375  0.05
H: 0.89389 -2.14159 3.65232  0.07
H: 4.31336 -3.19690 1.00737  0.10
H: 2.73747 -3.52724 0.36350  0.11
H: 3.39055 -4.04106 3.32289  0.07
H: 3.71050 -5.21535 2.05410  0.06
H: 2.05894 -4.71841 2.38205  0.06
C: -3.12828 7.85003 -5.35831  -0.08
C: -1.98924 7.12223 -6.05193  -0.27
N: -2.35146 5.78063 -6.47293  -0.20
C: -1.21271 4.97444 -6.87567  -0.25
C: -0.42388 5.40263 -8.11965  -0.09
C: -3.53289 5.68183 -7.31357  -0.25
C: -3.54089 6.45838 -8.63782  -0.08
H: -3.50822 7.27161 -4.51568  0.06
H: -2.77877 8.80771 -4.97173  0.08
H: -3.96321 8.05593 -6.02802  0.07
H: -1.16028 7.02080 -5.34622  0.12
H: -1.61608 7.75087 -6.87645  0.10
H: -1.56184 3.94734 -7.01026  0.11
H: -0.52500 4.94558 -6.02486  0.11
H: -0.95860 5.17930 -9.04184  0.06
H: 0.52340 4.86163 -8.15592  0.07
H: -0.19122 6.46793 -8.10910  0.07
H: -4.39331 6.00384 -6.72301  0.10
H: -3.70454 4.62137 -7.51189  0.11
H: -3.15461 7.47138 -8.51663  0.07
H: -4.56410 6.54174 -9.00833  0.07
H: -2.95538 5.96412 -9.41141  0.05
C: 4.09064 -7.29000 4.29830  -0.09
C: 4.88351 -7.97265 3.19504  -0.28
N: 6.17750 -8.45973 3.63637  -0.20
C: 7.04757 -8.85628 2.54430  -0.25
C: 6.63092 -10.05392 1.68061  -0.09
C: 6.15677 -9.34195 4.78992  -0.25
C: 5.33069 -10.63273 4.69497  -0.08
H: 4.66630 -6.47828 4.74524  0.08
H: 3.17355 -6.87008 3.88467  0.06
H: 3.80143 -7.98409 5.08787  0.07
H: 5.07185 -7.24544 2.40008  0.11
H: 4.25697 -8.76143 2.74725  0.10
H: 8.04082 -9.04530 2.96040  0.11
H: 7.15940 -7.98428 1.89244  0.11
H: 6.77890 -11.00239 2.19528  0.05
H: 7.23777 -10.07987 0.77367  0.07
H: 5.58662 -9.99161 1.37301  0.07
H: 5.79595 -8.76670 5.64531  0.10
H: 7.19339 -9.59031 5.02998  0.11
H: 4.35429 -10.45662 4.24151  0.07
H: 5.15813 -11.03322 5.69557  0.07
H: 5.83576 -11.40655 4.11888  0.05

---

# 3
C28H57F3MgN3O9S3 as an isolated structure, computed with the ωB97M-V functional and the def2-TZVPD basis.

Last column: Löwdin charge in e.
Cartesian coordinates (Å):
Mg: -5.45227 -7.46613 -12.89848  0.93
C: -2.58432 -8.79149 -13.74402  -0.42
O: -3.00223 -10.13931 -13.65752  -0.08
O: -3.69364 -8.05079 -13.64836  -0.22
C: -1.49726 -8.56092 -12.62122  -0.53
F: -0.31011 -8.94506 -13.14368  0.11
F: -1.35184 -7.24870 -12.33002  0.11
F: -1.70983 -9.18299 -11.46255  0.16
C: -2.16442 -11.05967 -14.34805  -0.25
C: -2.92646 -12.35865 -14.56061  -0.05
H: -3.19009 -12.87726 -13.63731  0.07
H: -3.86131 -12.06873 -15.05216  0.05
H: -2.36382 -13.02590 -15.21241  0.08
H: -1.25285 -11.33442 -13.81222  0.10
H: -1.85260 -10.68232 -15.32453  0.10
H: -2.03928 -8.56038 -14.66685  0.15
C: 0.14269 -9.17021 -16.48924  -0.07
C: -0.83409 -9.49610 -17.51705  -0.29
N: -1.59046 -9.74699 -18.33823  0.14
H: -0.12914 -9.68559 -15.56444  0.04
H: 0.04806 -8.12799 -16.18286  0.08
H: 1.11887 -9.50597 -16.82968  0.09
C: -0.10563 -5.90569 -9.40848  -0.06
C: 0.90132 -6.94446 -9.13741  -0.28
N: 1.67242 -7.76669 -8.92011  0.14
H: -0.99625 -6.15429 -8.83130  0.08
H: -0.30912 -5.94894 -10.47651  0.05
H: 0.17429 -4.90354 -9.09539  0.08
C: 0.31416 -12.10210 -10.86590  -0.05
C: 1.50271 -12.83975 -11.27680  -0.29
N: 2.42427 -13.47035 -11.54400  0.15
H: 0.50570 -11.84440 -9.82359  0.10
H: -0.58878 -12.68461 -10.98930  0.04
H: 0.21834 -11.18012 -11.43965  0.06
C: -8.56978 -9.27616 -14.80387  -0.22
S: -7.09350 -8.48289 -15.48290  1.01
O: -6.55865 -7.56188 -14.39975  -0.60
C: -6.04807 -9.99791 -15.39464  -0.20
H: -8.37880 -9.68552 -13.80837  0.03
H: -8.75868 -10.21987 -15.31929  0.07
H: -9.41845 -8.60369 -14.72118  0.07
H: -5.88026 -10.42056 -14.40949  0.05
H: -5.08408 -9.66633 -15.78155  0.07
H: -6.50392 -10.69207 -16.09524  0.04
C: -5.25275 -11.59489 -11.29357  -0.19
S: -6.17827 -10.04152 -11.04977  0.97
O: -5.83455 -9.24743 -12.30497  -0.61
C: -7.87265 -10.73294 -11.23101  -0.22
H: -4.20689 -11.41457 -11.54070  0.06
H: -5.71045 -12.13576 -12.12368  0.05
H: -5.30967 -12.17613 -10.37378  0.07
H: -8.03085 -11.38692 -10.37070  0.07
H: -7.89457 -11.43185 -12.07105  0.05
H: -8.66206 -9.99133 -11.30230  0.06
C: 3.43184 -6.45946 -14.81568  -0.25
S: 2.82826 -7.96746 -14.02630  0.79
O: 4.00711 -8.85588 -13.78977  -0.54
C: 2.30764 -7.17400 -12.48118  -0.27
H: 2.55172 -5.80984 -14.84513  0.04
H: 3.78757 -6.59921 -15.83167  0.06
H: 4.16914 -5.95783 -14.18930  0.06
H: 1.90090 -7.84331 -11.72483  0.03
H: 1.58508 -6.40314 -12.75055  0.04
H: 3.16124 -6.72767 -11.96400  0.07
C: -3.64002 -5.78771 -16.33489  -0.01
C: -2.20366 -5.26951 -16.23446  -0.50
O: -1.50201 -5.30820 -17.21288  0.07
C: -1.73030 -4.62354 -14.96167  -0.01
H: -4.15521 -4.94664 -16.80784  0.09
H: -4.07629 -5.96792 -15.35470  0.04
H: -3.72813 -6.65619 -16.98199  0.09
H: -0.65714 -4.45923 -15.04964  0.08
H: -1.87268 -5.33946 -14.14524  0.06
H: -2.22264 -3.68720 -14.70399  0.09
C: 2.23484 -11.66518 -14.26854  -0.03
C: 1.55335 -12.66226 -15.12790  -0.47
O: 0.33625 -12.74473 -15.13134  0.04
C: 2.35281 -13.41567 -16.17149  -0.01
H: 3.21775 -11.98212 -13.91640  0.09
H: 1.64922 -11.50212 -13.36832  0.05
H: 2.40069 -10.70384 -14.75832  0.05
H: 2.94493 -14.17201 -15.65418  0.09
H: 3.02301 -12.75966 -16.73489  0.09
H: 1.75320 -13.83622 -16.97691  0.08
C: -5.47488 -15.01666 -14.66629  -0.01
C: -6.45541 -13.97453 -15.15564  -0.49
O: -7.34374 -13.54005 -14.45480  0.04
C: -6.27350 -13.38469 -16.53789  -0.02
H: -5.51786 -15.13741 -13.58643  0.08
H: -4.48599 -14.62513 -14.91944  0.06
H: -5.53154 -16.00822 -15.11439  0.09
H: -5.28392 -12.92295 -16.58009  0.07
H: -7.02555 -12.60669 -16.63153  0.06
H: -6.34467 -14.10383 -17.35228  0.10
C: -1.73048 -15.20662 -10.83320  -0.01
C: -2.36424 -14.48730 -9.66217  -0.48
O: -2.27152 -13.30889 -9.40425  0.05
C: -3.36621 -15.33581 -8.87989  -0.02
H: -1.06188 -15.99883 -10.49058  0.10
H: -1.00878 -14.60849 -11.39695  0.06
H: -2.47947 -15.48600 -11.56927  0.08
H: -2.84571 -16.11207 -8.31359  0.09
H: -4.07875 -15.85644 -9.51605  0.08
H: -3.84509 -14.66793 -8.16693  0.08

The charge is +1.

---

no.,strongest force on any atom (eV/A),total energy (eV)
1,3.41,-79499.8886
2,1.21,-71849.9564
3,3.08,-98954.0407